# 1
55
Properties=species:S:1:pos:R:3:forces:R:3:nbo_charge:R:1 method="wB97M-V/def2-TZVPD" e_lumo_ev=0.031 homo_lumo_gap_ev=9.8 charge=0 de_lowest_ev=2.307
C 2.443571 -1.292815 -1.688659 1.6 -1.8 1.5 -0.6511
C 1.573987 -1.212506 -0.461644 -0.8 1.4 -0.6 0.0366
C 1.815781 -1.653037 0.760960 1.5 -0.1 0.7 -0.4268
C 0.329911 -0.399099 -0.699533 -0.6 0.8 0.0 -0.5044
C -0.725309 -1.228856 -1.396835 0.2 0.3 -0.6 -0.1905
C -2.004457 -1.331952 -1.073338 -0.6 0.5 1.6 -0.4289
H 2.791295 -2.359087 -1.668765 0.3 0.9 -0.7 0.2273
H 3.302729 -0.611392 -1.587439 -0.1 -0.4 0.1 0.2296
H 2.018104 -1.037036 -2.633028 -0.8 0.3 0.2 0.1870
H 2.698118 -2.181298 1.131398 0.0 -0.2 -0.8 0.2107
H 1.313475 -1.288347 1.634673 -1.0 0.1 0.0 0.2112
H -0.024165 0.028321 0.238860 -0.3 -0.2 0.1 0.2250
H 0.534993 0.495784 -1.343574 0.1 -0.7 0.3 0.2424
H -0.360234 -1.656397 -2.328844 -0.1 -0.3 0.2 0.2023
H -2.403961 -0.859909 -0.150824 0.5 -0.2 -0.6 0.2054
H -2.795070 -1.848731 -1.598842 0.4 -0.3 -0.5 0.1989
H -1.361200 -0.352056 -3.587010 -0.1 0.7 0.2 0.4858
H -0.402136 -0.787279 -4.614174 0.2 0.8 -0.1 0.5016
O -0.821322 0.040965 -4.288916 -0.2 -1.4 -0.4 -0.9717
H 0.041906 2.336203 0.912948 0.4 -0.1 0.4 0.5059
H -0.394311 2.341867 2.419255 0.7 0.1 -0.4 0.5251
O -0.708570 2.299876 1.509180 -1.3 0.1 -0.5 -0.9794
H 2.370731 2.334099 2.430578 -0.4 -0.2 -0.1 0.5101
H 1.386166 1.608309 3.419812 0.2 0.2 -0.4 0.4956
O 1.480432 2.372696 2.820131 0.5 0.2 0.9 -1.0282
H -3.317103 1.434641 -0.608753 -0.2 -0.5 -0.2 0.4946
H -3.751863 0.357951 -1.659403 0.1 0.3 0.2 0.4611
O -3.463511 1.271217 -1.558789 0.0 0.3 -0.5 -0.9767
H 1.809057 -1.756642 -3.970345 0.2 -1.1 -0.2 0.4970
H 0.790837 -3.035502 -4.270338 1.0 0.3 0.2 0.5017
O 0.952281 -2.084488 -4.247406 -1.3 0.2 -0.8 -0.9829
H -2.674845 0.264378 2.390727 0.5 -0.4 1.0 0.4930
H -2.129346 -1.129918 2.649790 0.0 0.3 0.6 0.4902
O -2.298724 -0.290771 3.135876 -0.1 0.0 -1.2 -1.0292
H -0.968047 -2.520942 1.101307 -0.5 -0.2 0.6 0.5085
H -1.910271 -3.385583 2.032498 0.1 0.1 -0.2 0.4930
O -1.418489 -2.557310 1.974759 0.5 -0.3 -0.6 -0.9740
H 0.933298 -1.597478 4.207291 0.4 -0.1 0.2 0.4821
H 0.283587 -2.727249 3.495840 0.2 -0.3 0.1 0.4681
O 1.048715 -2.553706 4.068279 -0.6 0.2 -0.3 -0.9681
H 0.137339 1.481966 -4.000289 0.0 0.5 0.7 0.5217
H -0.441065 2.466773 -2.968577 -0.2 -0.1 -0.2 0.4783
O 0.381947 2.245843 -3.418029 0.0 -0.1 -0.4 -1.0006
H -3.795103 1.819621 1.578661 0.1 0.3 0.0 0.4887
H -2.214389 1.902489 1.217354 -0.4 -0.3 0.2 0.5252
O -3.065363 1.365131 1.147071 0.0 0.3 -0.2 -1.0061
H 1.433426 2.888958 -2.100006 0.2 -0.2 0.6 0.5254
H 0.944568 3.667524 -0.858256 0.3 0.0 0.0 0.4799
O 1.632241 3.046847 -1.140815 -0.7 0.5 -0.8 -0.9879
H -0.000638 0.436362 4.891766 0.6 0.1 0.0 0.4877
H -0.326622 -0.094543 3.571217 0.3 0.4 -0.3 0.5149
O 0.469333 0.221882 4.066431 -1.4 -0.4 0.5 -0.9821
H 3.215748 0.951451 0.366027 0.0 0.0 0.2 0.4703
H 2.612754 2.340160 -0.007006 0.7 -0.9 1.3 0.5074
O 3.029783 1.812618 0.756749 -0.1 0.7 -1.5 -1.0008

=====

# 2
66
Properties=species:S:1:pos:R:3:forces:R:3:nbo_charge:R:1 method="wB97M-V/def2-TZVPD" e_lumo_ev=2.527 homo_lumo_gap_ev=7.8 charge=-1 de_lowest_ev=0.329
C 14.498645 10.830286 22.679693 -2.3 2.0 0.7 0.9719
O 14.428567 11.902146 21.999006 1.2 -1.2 -0.1 -0.8529
O 15.772124 10.411816 22.882425 0.5 -0.6 0.1 -0.7264
O 13.533648 10.301757 23.257405 1.2 -0.7 -0.3 -0.7648
H 16.217970 11.054509 22.318946 0.5 0.1 0.1 0.4877
C 13.081053 7.298536 22.210844 5.5 -5.4 0.6 -0.0297
C 13.603452 6.993423 23.663130 -1.2 -0.8 -0.8 -0.1047
O 14.689985 6.096278 23.684407 -0.5 0.0 0.5 -0.7434
O 12.164909 8.146157 22.213711 -6.2 5.3 0.2 -0.7284
H 12.782772 6.464421 21.602314 -0.4 -1.4 0.3 0.1448
H 13.925968 7.594844 21.620709 1.4 0.7 -0.3 0.1059
H 12.791723 6.573896 24.275097 0.1 -0.2 -0.3 0.1542
H 13.786809 7.961044 24.114744 0.6 0.4 0.1 0.1737
H 15.373433 6.560500 23.210746 1.1 0.1 -0.5 0.4901
H 12.514082 8.887657 22.711804 -0.2 1.3 0.2 0.5077
C 10.504971 10.999207 22.119191 0.8 0.7 1.3 -0.6102
C 11.515076 11.595648 21.112510 -1.1 0.7 2.1 -0.0937
C 10.986683 11.771572 19.701784 0.7 0.9 0.1 -0.0636
O 10.453541 10.590614 19.185888 -1.2 -0.2 -0.9 -0.5561
C 11.369486 9.524858 19.044958 0.9 0.8 1.0 -0.2673
N 11.938577 12.851985 21.758169 0.6 -0.2 -0.3 -0.8945
H 10.235782 10.051319 21.824645 -1.1 -2.3 -1.0 0.1954
H 9.611592 11.624585 22.236979 0.2 0.0 -0.2 0.1942
H 10.898912 10.765532 23.171431 0.0 1.0 -1.5 0.2190
H 12.409834 10.990975 21.086036 0.1 -0.8 -0.3 0.1753
H 11.872759 12.047981 19.096035 -0.2 0.2 -0.1 0.1497
H 10.258010 12.627489 19.602913 0.4 -1.1 0.2 0.1842
H 12.329224 9.924785 18.538624 -1.4 -0.9 0.2 0.1437
H 10.821469 8.698178 18.533621 0.8 0.7 0.2 0.1888
H 11.672986 9.253478 20.086218 0.0 -0.5 -0.9 0.2074
H 12.434222 13.369456 21.031464 -0.5 0.2 0.2 0.3662
H 12.773741 12.453926 22.244255 -1.0 1.1 0.2 0.3993
C 14.527568 14.350892 17.756799 -0.1 1.7 -0.1 -0.6085
C 14.716348 13.291912 18.820148 0.1 1.6 -0.5 -0.0734
C 16.159556 12.907045 19.199504 -0.5 1.4 -1.6 -0.0682
O 16.821749 12.653383 17.967378 0.5 -0.9 0.0 -0.5597
C 18.122575 12.109291 18.113321 0.2 1.7 2.7 -0.2447
N 13.996686 13.708822 20.025961 0.6 -1.0 -0.9 -0.8800
H 14.874970 15.355392 18.112693 0.3 -0.8 -0.3 0.1878
H 13.455049 14.591257 17.576601 0.5 -0.8 0.2 0.2181
H 14.979253 14.106977 16.799001 0.2 0.1 0.0 0.2098
H 14.266477 12.409001 18.363238 -0.3 -0.4 0.6 0.1828
H 16.114364 12.031188 19.831718 0.2 -0.2 0.3 0.1797
H 16.632740 13.772615 19.701422 0.0 -0.4 0.1 0.1594
H 18.415664 11.605881 17.232217 0.1 -1.0 -0.7 0.1887
H 18.214740 11.557708 19.105374 -0.2 -0.1 -1.5 0.1671
H 18.855418 12.936168 18.267260 -0.3 -0.2 -0.3 0.1555
H 14.413379 14.496266 20.559214 0.1 -0.9 -0.7 0.3597
H 14.216063 12.827161 20.480029 -0.8 0.6 1.9 0.4212
C 17.947169 6.746322 20.315755 2.7 -0.5 -0.6 -0.6213
C 17.657756 8.058311 21.012394 -0.5 0.9 -0.2 -0.0751
C 17.119603 9.125850 19.966908 1.0 -3.0 -0.3 -0.0840
O 15.840024 8.564953 19.617232 0.6 1.7 -0.6 -0.5761
C 15.054637 9.477682 18.897104 -1.2 1.2 0.0 -0.2513
N 16.519681 7.782957 21.909326 -0.3 0.2 -1.1 -0.8938
H 17.100464 6.443891 19.714227 -0.3 -0.5 0.3 0.2198
H 18.372721 5.968706 21.013986 -1.2 0.7 -0.5 0.2225
H 18.790724 6.810480 19.564183 -0.7 0.4 0.6 0.1898
H 18.525446 8.482167 21.528011 0.0 -0.2 0.0 0.1833
H 17.756848 9.042181 19.050313 -0.3 0.7 0.6 0.1732
H 17.121887 10.109807 20.414210 -0.5 0.3 -0.1 0.1707
H 14.338090 8.926316 18.304279 0.0 -0.4 -0.3 0.1890
H 15.636899 10.135374 18.206016 -0.2 -0.4 0.6 0.1747
H 14.380168 10.116017 19.559480 1.1 -0.5 -0.4 0.1854
H 15.890129 7.624453 21.079881 -0.3 -0.3 2.1 0.3827
H 16.172890 8.686871 22.283500 0.3 -0.8 -0.1 0.3918

=====

# 3
14
Properties=species:S:1:pos:R:3:forces:R:3:nbo_charge:R:1 method="wB97M-V/def2-TZVPD" e_lumo_ev=0.809 homo_lumo_gap_ev=10.2 charge=0 smiles="O=C1CN2CC[C@@H]12" de_lowest_ev=2.360
O -1.375549 -2.122977 -0.994591 0.3 0.5 0.2 -0.4975
C -0.622098 -1.221997 -0.758076 -0.3 -0.3 -0.1 0.5837
C 0.019601 -0.098678 -1.582985 -0.1 0.0 -0.2 -0.3548
N 0.884508 0.242484 -0.428032 0.1 0.1 -0.1 -0.4002
C 0.248356 1.254538 0.463279 -0.1 0.3 0.1 -0.2251
C -0.113315 0.170973 1.496195 -0.1 0.0 0.1 -0.4237
C 0.289739 -0.853422 0.421346 0.1 -0.3 0.2 -0.1645
H 0.580374 -0.461451 -2.451456 -0.1 0.0 0.1 0.2302
H -0.655060 0.702887 -1.907385 0.1 -0.1 0.0 0.2132
H -0.628374 1.732081 0.005235 0.1 -0.1 0.0 0.1793
H 0.937180 2.037547 0.792496 -0.1 -0.1 0.0 0.2027
H -1.125540 0.151988 1.904979 0.1 0.0 -0.1 0.2206
H 0.605589 0.138403 2.318569 -0.2 0.0 -0.1 0.2193
H 0.910801 -1.693978 0.748970 0.0 0.1 -0.1 0.2168